Record 1
This record from the OMol25 dataset describes 2 unconnected molecules or ions with the total composition C10H27B2NO7P in a non-equilibrium geometry. The level of theory is ωB97M-V with the def2-TZVPD basis set.

The electronic energy is -37271.3131 eV. The frontier orbital gap comes out at 0.25139 Eh. The value obtained for the LUMO energy is 0.1009 hartree. As for the molar mass: 325.9 g/mol.

```
! RIJCOSX wB97M-V def2-TZVPD def2/J DEFGRID3
* xyz -1 1
C -2.560 -4.948 1.267
N -1.468 -5.312 0.239
C -2.105 -6.406 -0.590
B -1.109 -4.083 -0.586
O -1.299 -4.038 -2.076
C -0.535 -2.706 0.143
C 1.001 -2.672 0.711
O 1.631 -1.599 -0.073
B 0.866 -1.466 -1.351
P 1.804 -2.651 -2.530
O 2.920 -3.473 -1.751
O -0.542 -1.729 -0.996
H -3.149 -4.003 0.874
H -3.330 -5.830 1.424
H -2.013 -4.660 2.271
H -3.267 -6.178 -0.728
H -1.952 -7.419 0.023
H -1.613 -6.590 -1.635
H -2.196 -3.620 -2.245
H -1.151 -2.395 1.117
H 1.579 -3.664 0.935
H 0.904 -2.183 1.791
H 0.981 -0.387 -1.804
H 2.502 -1.798 -3.497
H 0.964 -3.539 -3.296
C -1.422 2.204 -0.423
O -0.527 2.711 0.550
C 0.761 2.097 0.513
C 1.879 3.141 0.611
O 2.017 4.005 -0.524
C 0.958 4.936 -0.767
C 0.771 6.018 0.305
O 0.251 5.471 1.510
C 0.899 5.947 2.681
H -1.884 1.280 -0.060
H -2.205 2.949 -0.584
H -0.926 2.030 -1.383
H 0.898 1.501 -0.397
H 0.821 1.427 1.375
H 2.829 2.598 0.681
H 1.810 3.723 1.530
H 0.021 4.410 -0.968
H 1.222 5.441 -1.702
H 0.053 6.762 -0.052
H 1.731 6.520 0.473
H 1.985 6.003 2.548
H 0.696 5.245 3.491
H 0.499 6.930 2.954
*
```

These are the Löwdin partial charges, in e, on atoms 1 to 2: number 1, C, carries -0.1245; number 2, N, carries -0.1340

---

Record 2
This record from the OMol25 dataset describes a molecular structure, C27H52B2F4N6PtSi2 in a non-equilibrium geometry. The level of theory is ωB97M-V with the def2-TZVPD basis set.

The electronic energy is -69014.2472 eV. The frontier orbital gap (alpha / beta) comes out at 0.19112 / 0.18054 Eh. The value obtained for the LUMO energy (alpha / beta) is -0.0949 / -0.0954 hartree. As for the molar mass: 809.6 g/mol.

```
! RIJCOSX wB97M-V def2-TZVPD def2/J DEFGRID3
* xyz 0 1
Pt 0.765 0.780 0.304
C 3.144 0.573 2.845
C 3.687 0.578 1.468
C 4.995 0.470 0.986
C 4.894 0.512 -0.395
C 5.983 0.422 -1.400
N 3.593 0.645 -0.709
N 2.882 0.679 0.423
B 2.875 0.730 -2.077
N 2.117 2.067 -2.075
N 1.977 2.681 -0.884
C 1.954 3.989 -1.083
C 1.957 4.963 0.038
C 2.034 4.241 -2.462
C 2.127 2.999 -3.057
C 2.165 2.663 -4.501
N 1.998 -0.556 -2.147
N 1.596 -1.048 -0.955
C 1.659 -2.372 -0.997
C 1.561 -3.235 0.210
C 2.005 -2.765 -2.296
C 2.219 -1.592 -2.991
C 2.579 -1.430 -4.422
H 3.935 0.409 3.567
H 2.390 -0.207 2.952
H 2.645 1.516 3.065
H 5.892 0.380 1.564
H 6.939 0.352 -0.890
H 5.984 1.302 -2.038
H 5.861 -0.456 -2.031
H 3.660 0.723 -2.960
H 2.055 4.431 0.981
H 1.046 5.559 0.050
H 2.804 5.641 -0.073
H 2.024 5.197 -2.947
H 2.121 3.575 -5.091
H 1.312 2.036 -4.751
H 3.068 2.115 -4.755
H 1.428 -2.619 1.092
H 2.489 -3.796 0.322
H 0.750 -3.956 0.124
H 2.113 -3.768 -2.655
H 2.629 -2.405 -4.898
H 3.545 -0.942 -4.529
H 1.835 -0.821 -4.932
F 0.115 0.727 2.789
B -0.369 0.848 4.146
F 0.506 1.648 4.822
F -0.427 -0.421 4.671
F -1.628 1.399 4.073
C -1.215 3.151 -1.541
Si -1.148 2.230 0.170
C -0.854 3.484 1.607
C -2.991 1.721 0.416
H -2.222 3.526 -1.698
H -0.962 2.509 -2.378
H -0.542 3.999 -1.561
H -1.441 4.382 1.430
H 0.179 3.776 1.745
H -1.190 3.030 2.533
H -3.630 2.594 0.310
H -3.135 1.317 1.411
H -3.322 0.986 -0.308
C -1.051 -1.835 1.747
Si -2.829 -1.576 1.141
C -4.108 -2.017 2.558
C -3.846 -1.049 3.711
C -5.531 -1.801 2.054
C -3.947 -3.453 3.054
C -2.979 -2.436 -0.615
C -3.102 -3.954 -0.481
C -1.706 -2.109 -1.399
C -4.162 -1.882 -1.403
H -0.749 -2.873 1.634
H -0.927 -1.562 2.788
H -0.376 -1.195 1.158
H -3.991 -0.016 3.401
H -2.836 -1.135 4.104
H -4.540 -1.254 4.529
H -5.676 -0.774 1.725
H -6.233 -1.997 2.865
H -5.773 -2.470 1.232
H -2.927 -3.649 3.372
H -4.223 -4.183 2.294
H -4.598 -3.607 3.916
H -2.321 -4.357 0.161
H -3.008 -4.427 -1.460
H -4.064 -4.240 -0.061
H -0.854 -2.640 -0.992
H -1.482 -1.040 -1.383
H -1.821 -2.417 -2.440
H -5.105 -2.035 -0.885
H -4.225 -2.364 -2.379
H -4.029 -0.816 -1.570
*
```

These are the Löwdin partial charges, in e, on atoms 1 to 2: number 1, Pt, carries 0.8748; number 2, C, carries -0.0164

---

Record 3
This record from the OMol25 dataset describes a molecular structure, C47H52BBrCrN2O8S3 in a non-equilibrium geometry. The level of theory is ωB97M-V with the def2-TZVPD basis set.

The electronic energy is -200567.6714 eV. The frontier orbital gap (alpha / beta) comes out at 0.11742 / 0.19785 Eh. The value obtained for the LUMO energy (alpha / beta) is 0.1229 / 0.1229 hartree. As for the molar mass: 1011.9 g/mol.

```
! RIJCOSX wB97M-V def2-TZVPD def2/J DEFGRID3
* xyz -2 5
Cr 0.052 -0.064 -0.435
O -5.124 -2.239 4.340
S -4.317 -2.170 5.683
C -2.545 -2.928 5.422
C -1.548 -2.412 4.457
C -1.668 -2.322 2.887
C -0.596 -3.030 2.049
S 1.065 -2.537 2.531
O 1.283 -1.111 2.127
C 2.200 -3.714 1.798
C 3.218 -4.183 2.642
C 4.113 -5.199 2.414
C 3.967 -6.020 1.316
C 2.857 -5.641 0.305
C 1.919 -4.666 0.391
C -3.489 -0.656 5.682
C -3.227 -0.071 6.897
C -2.770 1.277 6.912
C -2.328 1.958 5.880
C -2.605 1.402 4.637
C -3.226 0.121 4.448
H -2.773 -3.980 5.386
H -1.817 -2.680 6.303
H -0.656 -2.776 4.646
H -0.991 -1.224 4.796
H -1.626 -1.360 2.380
H -2.611 -2.633 2.597
H -0.840 -2.570 1.032
H -0.600 -3.955 2.169
H 3.004 -3.396 3.745
H 4.830 -5.709 3.219
H 4.420 -6.726 0.748
H 2.705 -6.195 -0.608
H 1.241 -4.817 -0.311
H -3.565 -0.363 7.932
H -2.416 1.531 7.952
H -1.876 2.875 5.932
H -2.245 1.998 3.595
H -3.422 -0.286 3.443
C 0.047 3.040 2.619
C -0.472 4.168 1.864
C -0.494 4.221 0.533
C -0.315 2.788 -0.168
C -0.341 1.683 0.577
C -0.124 1.828 1.873
C 0.047 2.839 -1.446
C -0.232 4.005 -2.265
C -0.172 3.985 -3.710
C -0.322 2.591 -4.195
C -0.287 2.534 -5.615
C -0.383 1.275 -6.122
C -0.836 0.081 -5.286
C -0.837 0.198 -4.064
C -0.615 1.617 -3.312
N -0.292 1.723 -2.069
H 0.048 3.085 3.763
H -0.648 5.013 2.500
H -0.464 5.248 0.152
H -0.321 0.787 2.537
H 0.114 5.083 -2.046
H 0.346 4.664 -4.478
H -0.200 3.375 -6.233
H -0.722 1.073 -7.108
H -0.821 -0.902 -5.817
H -0.987 -0.683 -3.509
C -5.112 -0.378 1.231
C -4.259 0.700 0.491
C -4.684 2.032 1.105
O -2.988 0.682 0.982
B -2.163 0.003 0.036
O -2.967 -0.071 -1.168
C -4.117 0.734 -1.099
C -5.410 0.294 -1.885
C -3.662 2.076 -1.610
H -4.484 -1.161 1.779
H -5.904 -0.939 0.750
H -5.869 0.023 2.013
H -5.707 2.308 1.146
H -4.275 2.988 0.342
H -4.172 2.402 1.965
H -5.534 -0.789 -2.052
H -5.875 0.668 -2.812
H -6.121 0.559 -1.260
H -4.484 2.750 -1.418
H -2.947 2.337 -2.351
H -2.937 2.662 -0.912
Br -0.216 -2.582 -1.619
C 2.746 0.816 -6.650
C 3.816 0.336 -5.618
C 4.082 -0.978 -5.426
C 5.075 -1.257 -4.472
C 5.617 -0.207 -3.639
C 4.998 1.027 -3.735
C 4.314 1.457 -4.788
S 6.569 -0.558 -2.179
O 7.288 -1.806 -2.462
O 7.508 0.568 -1.952
N 5.472 -0.528 -1.087
C 5.427 0.280 0.178
C 4.057 0.128 0.652
C 3.037 0.479 -0.632
O 3.221 1.610 -0.993
O 2.194 -0.363 -0.819
H 2.007 0.002 -6.847
H 3.271 0.776 -7.763
H 2.095 1.592 -6.584
H 3.358 -1.602 -6.157
H 5.636 -2.308 -4.327
H 5.434 1.603 -2.765
H 3.652 2.457 -4.590
H 4.973 -1.427 -0.894
H 5.743 1.334 -0.179
H 6.245 0.141 0.973
H 3.697 0.850 1.408
H 3.647 -0.572 1.381
*
```

These are the Löwdin partial charges, in e, on atoms 1 to 2: number 1, Cr, carries 0.6223; number 2, O, carries -0.5565

---

Record 4
This record from the OMol25 dataset describes 11 unconnected molecules or ions with the total composition C42H102O24 in a non-equilibrium geometry. The level of theory is ωB97M-V with the def2-TZVPD basis set.

The electronic energy is -94333.1826 eV. The frontier orbital gap comes out at 0.36093 Eh. As for the SMILES: COC(=O)OC.COC(=O)OC.COCCOC.COCCOC.COCCOC.COCCOC.COCCOC.COCCOC.COCCOC.COCCOC.COCCOC. The value obtained for the LUMO energy is 0.0224 hartree. As for the molar mass: 991.3 g/mol.

```
! RIJCOSX wB97M-V def2-TZVPD def2/J DEFGRID3
* xyz 0 1
C 0.982 0.519 -0.185
O 0.408 -0.838 0.193
C -0.787 -1.069 -0.278
O -1.457 -0.497 -1.091
O -1.218 -2.201 0.371
C -2.585 -2.579 -0.025
H 1.977 0.319 -0.484
H 0.905 1.169 0.687
H 0.440 0.885 -1.066
H -2.504 -3.104 -0.952
H -3.218 -1.652 -0.149
H -2.941 -3.152 0.870
C 8.426 -1.075 -2.634
O 7.414 -0.364 -1.798
C 6.685 -1.143 -1.039
O 6.852 -2.339 -0.986
O 5.733 -0.413 -0.429
C 4.887 -1.231 0.463
H 9.151 -0.231 -2.891
H 7.964 -1.566 -3.496
H 8.924 -1.802 -2.022
H 4.396 -2.128 0.049
H 4.057 -0.608 0.667
H 5.442 -1.490 1.335
C -3.093 0.750 1.890
O -2.282 1.960 1.659
C -2.744 3.054 2.436
C -1.764 4.254 2.228
O -2.321 5.332 2.918
C -1.546 6.492 3.182
H -2.540 0.033 1.324
H -4.062 0.764 1.328
H -3.228 0.474 2.957
H -2.862 2.712 3.517
H -3.740 3.435 2.121
H -1.652 4.467 1.159
H -0.757 3.890 2.682
H -0.765 6.304 3.893
H -2.282 7.125 3.639
H -1.194 6.887 2.230
C 0.797 -2.911 3.231
O 1.470 -3.224 4.482
C 1.268 -4.576 4.899
C 1.753 -4.876 6.358
O 1.030 -4.374 7.437
C 1.283 -2.974 7.666
H -0.004 -2.156 3.463
H 0.327 -3.847 2.831
H 1.604 -2.594 2.509
H 1.809 -5.249 4.204
H 0.220 -4.724 4.727
H 2.796 -4.538 6.260
H 1.729 -5.961 6.291
H 0.771 -2.779 8.615
H 0.948 -2.395 6.842
H 2.371 -2.828 7.805
C -4.729 5.203 -0.117
O -3.630 4.675 -0.688
C -3.958 3.571 -1.597
C -3.218 3.766 -2.914
O -3.591 2.615 -3.689
C -2.855 1.457 -3.481
H -4.477 6.090 0.487
H -5.288 4.501 0.476
H -5.424 5.507 -0.894
H -5.062 3.362 -1.738
H -3.730 2.584 -1.184
H -2.157 3.861 -2.788
H -3.584 4.666 -3.389
H -1.927 1.715 -2.957
H -2.530 1.020 -4.410
H -3.471 0.697 -2.940
C -4.566 -4.308 -3.219
O -4.767 -2.874 -3.136
C -6.128 -2.561 -3.042
C -6.319 -1.031 -2.943
O -6.139 -0.574 -1.599
C -6.078 0.796 -1.427
H -3.468 -4.339 -3.279
H -5.000 -4.812 -4.086
H -4.978 -4.785 -2.306
H -6.727 -3.047 -2.299
H -6.677 -2.925 -3.931
H -7.327 -0.827 -3.359
H -5.464 -0.596 -3.577
H -6.086 0.951 -0.371
H -7.007 1.334 -1.733
H -5.233 1.397 -1.877
C 2.063 -1.582 -3.123
O 3.090 -0.728 -3.621
C 2.837 -0.321 -4.945
C 4.058 0.095 -5.634
O 3.834 0.022 -6.991
C 4.900 0.567 -7.823
H 2.283 -1.769 -2.075
H 2.041 -2.606 -3.489
H 1.138 -1.061 -3.224
H 1.999 0.451 -4.927
H 2.394 -1.279 -5.467
H 4.926 -0.558 -5.421
H 4.439 1.084 -5.362
H 4.480 1.287 -8.574
H 5.332 -0.299 -8.429
H 5.708 0.981 -7.145
C -6.317 -1.164 2.535
O -5.431 -1.574 3.630
C -5.001 -2.928 3.398
C -3.993 -3.287 4.511
O -2.860 -2.561 4.315
C -1.984 -2.394 5.425
H -5.733 -1.302 1.625
H -6.546 -0.089 2.535
H -7.277 -1.686 2.561
H -4.459 -2.954 2.415
H -5.829 -3.633 3.312
H -3.822 -4.374 4.492
H -4.477 -2.989 5.475
H -2.535 -1.852 6.179
H -1.177 -1.798 5.088
H -1.622 -3.365 5.813
C 4.206 1.819 1.274
O 3.868 3.085 1.762
C 3.141 3.043 3.012
C 2.852 4.446 3.498
O 1.775 5.077 2.835
C 2.154 5.568 1.555
H 5.109 1.429 1.808
H 4.480 1.894 0.196
H 3.407 1.082 1.373
H 3.754 2.614 3.782
H 2.220 2.480 2.901
H 3.758 5.064 3.445
H 2.546 4.309 4.567
H 2.382 4.674 0.964
H 3.031 6.238 1.624
H 1.231 5.985 1.103
C 0.234 -4.970 -1.277
O 1.631 -5.089 -0.999
C 1.849 -4.346 0.232
C 3.177 -4.879 0.753
O 3.525 -4.207 1.971
C 4.752 -4.762 2.470
H -0.374 -5.205 -0.387
H -0.079 -5.628 -2.042
H -0.052 -3.981 -1.589
H 1.004 -4.518 0.912
H 1.863 -3.221 0.029
H 3.997 -4.791 0.030
H 2.999 -5.932 0.958
H 4.614 -5.805 2.726
H 5.076 -4.132 3.343
H 5.562 -4.703 1.648
C 3.794 3.454 -3.194
O 2.764 3.973 -2.447
C 1.491 3.177 -2.607
C 0.681 3.571 -3.876
O 0.068 4.800 -3.739
C -0.616 5.345 -4.900
H 3.602 3.178 -4.216
H 4.278 2.568 -2.780
H 4.546 4.204 -3.219
H 0.938 3.430 -1.729
H 1.759 2.085 -2.589
H -0.125 2.793 -3.902
H 1.248 3.561 -4.792
H -1.383 4.648 -5.255
H 0.161 5.555 -5.637
H -1.036 6.263 -4.544
*
```

These are the Löwdin partial charges, in e, on atoms 1 to 2: number 1, C, carries 0.0516; number 2, O, carries 0.0015

---

Record 5
This record from the OMol25 dataset describes 2 unconnected molecules or ions with the total composition C2H7S2. The level of theory is ωB97M-V with the def2-TZVPD basis set.

The electronic energy is -23856.1586 eV. The frontier orbital gap (alpha / beta) comes out at 0.36506 / 0.25765 Eh. The value obtained for the LUMO energy (alpha / beta) is 0.0278 / -0.0735 hartree. As for the molar mass: 95.2 g/mol.

```
! RIJCOSX wB97M-V def2-TZVPD def2/J DEFGRID3
* xyz 0 2
C 1.384 0.007 1.181
S 2.856 0.703 0.399
H 1.281 0.188 2.247
H 1.274 -1.072 1.081
H 0.562 0.503 0.677
H 2.435 0.520 -0.887
C -1.911 -0.250 -0.875
S -2.450 0.867 -2.168
H -2.813 -0.692 -0.448
H -1.366 0.324 -0.128
H -1.252 -1.099 -1.079
*
```

These are the Löwdin partial charges, in e, on atoms 1 to 2: number 1, C, carries -0.5136; number 2, S, carries 0.6125

---

Record 6
This record from the OMol25 dataset describes 2 unconnected molecules or ions with the total composition C4H13N2O. The level of theory is ωB97M-V with the def2-TZVPD basis set.

The electronic energy is -9379.3310 eV. The frontier orbital gap comes out at 0.32793 Eh. The value obtained for the LUMO energy is -0.1294 hartree. As for the molar mass: 105.2 g/mol.

```
! RIJCOSX wB97M-V def2-TZVPD def2/J DEFGRID3
* xyz 1 1
C -1.321 1.455 0.758
C 0.059 1.178 0.108
C 0.582 -0.139 0.571
C 0.728 -1.181 -0.233
N 1.225 -2.466 0.374
N -1.160 1.503 2.206
H -1.980 0.626 0.515
H -1.679 2.402 0.354
H 0.743 1.950 0.475
H 0.022 1.242 -0.976
H 0.852 -0.227 1.619
H 0.326 -1.278 -1.236
H 1.435 -3.160 -0.345
H 2.088 -2.288 0.890
H 0.561 -2.803 1.080
H -1.010 2.444 2.539
H -1.950 1.130 2.729
H 0.885 0.225 -3.187
H -0.100 -0.526 -4.078
O -0.016 -0.136 -3.198
*
```

These are the Löwdin partial charges, in e, on atoms 1 to 2: number 1, C, carries -0.2568; number 2, C, carries -0.1748